A 7-piece molecular cluster, C27H72N10O11 overall in a non-equilibrium geometry. Source: the OMol25 dataset; level of theory: the ωB97M-V functional and the def2-TZVPD basis.

## Properties
net charge = 0
SMILES = COCCNCCOC.COCCNCCOC.COCCNCCOC.COCCNCCOC.NC(N)=O.NC(N)=O.NC(N)=O
orbital gap = 0.328 Eh
LUMO energy = 0.55 eV

Last column: Mulliken charge in e.
Cartesian coordinates (Å):
1 H 0.2492 0.8532 5.7923  0.427
2 H 2.7568 0.2233 0.5739  0.068
3 H 1.6146 0.1314 7.5634  0.253
4 O -2.0467 -3.6928 -1.1925  -0.410
5 H 0.1365 -1.5881 5.0860  0.363
6 H 0.4697 1.2078 4.1557  -0.231
7 H 4.1179 0.4408 -4.2598  0.005
8 H 3.8110 1.1806 -6.8014  0.329
9 O 2.4227 -0.8957 5.9587  -0.451
10 H 5.9789 0.8572 1.9782  0.337
11 H -1.1868 -5.0523 -0.0525  0.257
12 C 0.7320 0.0140 0.5016  0.525
13 C -2.5928 -4.0746 4.5931  -0.704
14 H -1.3909 3.1385 -0.4155  0.268
15 C 3.0513 3.7933 -3.7391  -0.188
16 H -2.1483 2.6289 -1.9376  0.242
17 C -2.0410 -2.2906 -1.6199  -0.490
18 N -0.3329 3.7975 4.3621  -0.361
19 H -0.2343 -0.3622 2.3199  0.019
20 N -0.1116 -0.8018 4.4863  -0.422
21 H -5.0060 -0.7631 0.6796  0.243
22 H 3.8496 4.4605 -3.3682  0.333
23 H -4.4596 -1.9319 -3.0035  0.358
24 N -4.4781 1.0568 3.3743  -0.238
25 C 5.5247 -0.0855 1.6306  -0.742
26 C 2.8125 1.6324 -6.8147  -0.881
27 H -4.4652 -2.7945 -0.8231  0.234
28 H -1.9346 -1.9842 2.9875  -0.389
29 H 2.1160 0.8156 -6.9363  0.292
30 O 2.9316 -2.6715 -3.9044  -0.243
31 H 5.1608 1.4288 -2.5878  0.438
32 C 0.6262 0.4131 4.8696  0.186
33 H -3.3407 -1.7106 4.0127  0.501
34 H -2.4793 -4.7382 5.4552  0.251
35 O 4.7797 0.0783 0.4506  -0.344
36 H -8.4099 -3.7162 -1.3306  0.290
37 H 3.6985 1.2379 -1.6015  -0.321
38 H -0.8265 -3.3494 0.4283  0.124
39 H -2.3337 -2.2676 -2.6668  0.358
40 H 0.2137 4.3804 3.7601  0.215
41 H 2.1001 -0.1365 2.0995  0.175
42 C 0.7775 4.0676 -1.6226  0.533
43 H -0.4793 4.1742 5.2844  0.242
44 H -6.9686 -1.6771 -3.2175  0.489
45 H 3.2811 0.5728 7.1201  0.308
46 H -7.7404 -4.9431 -2.3269  0.236
47 N -5.1710 -0.3215 1.5999  -0.417
48 C -1.4015 3.1935 3.7320  0.352
49 O -3.2009 0.9121 1.4806  -0.536
50 C 4.6788 0.7887 -1.8407  0.416
51 N -1.1411 2.8507 2.4320  -0.057
52 C 5.5302 0.6835 -0.6102  -1.053
53 H -2.2632 -4.5662 3.6631  0.260
54 H 3.4532 4.1165 -5.8426  0.493
55 H 3.9396 -1.1281 -1.7516  0.339
56 O 2.4789 2.2535 -5.5732  -0.264
57 N 4.4401 -0.5449 -2.4155  -0.491
58 H 4.1604 -4.2154 -4.4806  0.322
59 H 6.3031 -0.8362 1.4401  0.289
60 H 2.3274 -4.5165 -4.4110  0.221
61 H 4.4517 2.8151 -5.1291  0.366
62 C -1.1899 2.7786 -1.4410  -0.371
63 H 4.7867 -0.3744 2.3726  0.139
64 H -2.8304 -1.5879 0.2909  -0.735
65 C -6.4408 -1.9235 -2.2928  -0.702
66 H -3.6473 -3.8182 4.3735  0.286
67 C 3.6000 -0.3050 -3.6773  0.134
68 H -1.2398 -0.3153 0.8840  -0.667
69 H 0.6450 4.3395 -0.5690  0.368
70 C -1.5769 -0.6140 4.5403  -0.303
71 O 0.6521 0.0650 -0.6997  -0.495
72 C 1.4463 5.0576 -2.4942  -1.015
73 O -1.8220 -2.9266 4.8332  -0.400
74 H -5.4255 1.0017 3.6924  0.205
75 H 1.3950 3.1410 -1.6171  -0.369
76 H 2.3042 5.5427 -2.0117  0.384
77 O -6.5274 -3.3324 -2.1345  -0.298
78 H 2.9156 2.3405 -7.6651  0.299
79 H 3.0755 -1.3239 -5.4525  0.404
80 H -2.8799 -0.3942 -1.0096  0.372
81 H -5.0189 -0.3497 -2.4437  0.386
82 H -1.8623 0.1954 3.8510  -0.095
83 H -3.8617 1.8020 3.6970  0.342
84 H -5.7583 -0.7935 2.2580  0.198
85 C 3.1324 -3.8563 -4.6693  -0.807
86 C -3.0097 -1.4540 -0.8060  0.305
87 N -4.4372 -1.7807 -0.9410  -0.094
88 C -7.8224 -3.8630 -2.2345  -0.755
89 C -5.0407 -1.4114 -2.2271  -0.519
90 N 1.9500 0.2557 1.1847  -0.096
91 C -0.9250 -4.0575 -0.3943  -0.460
92 H 1.0839 3.9837 -4.1027  0.307
93 H 0.7134 5.8626 -2.6565  0.336
94 C 3.6036 -1.5739 -4.5365  -0.944
95 H -1.0420 -1.8991 -1.4635  0.241
96 C 2.5792 -0.2673 7.2050  -0.646
97 H 2.9336 -1.0033 7.9381  0.274
98 H -0.1817 2.8521 2.0990  0.235
99 H 2.4744 -0.4011 3.9776  -0.106
100 H 6.4186 0.0450 -0.7706  0.378
101 H 2.9999 2.8989 -3.0865  -0.007
102 H -1.8945 -0.2770 5.5522  0.515
103 H -0.6390 1.8337 -1.4137  0.114
104 H -8.2884 -3.5260 -3.1875  0.298
105 C 2.1591 0.0527 4.9188  -0.576
106 H -0.0097 -3.9890 -1.0211  0.245
107 H 3.0649 -3.6569 -5.7524  0.307
108 O -2.4714 2.8914 4.3031  -0.736
109 C -2.2449 -1.8347 4.0268  0.071
110 H -1.7716 2.1491 1.9879  0.105
111 C -4.2133 0.5758 2.0955  0.249
112 H 2.5810 0.0511 -3.5034  0.240
113 C 3.4539 3.2824 -5.1579  -0.788
114 N 1.8567 4.5210 -3.7503  -0.273
115 H 4.5801 -1.8806 -4.9229  0.416
116 O -0.4794 3.7595 -2.2092  -0.459
117 H 5.7577 1.7255 -0.3564  0.389
118 H 2.7913 0.9423 5.0282  0.536
119 H -6.8626 -1.4528 -1.3536  0.220
120 N -0.3307 -0.2453 1.3209  0.696